Below is a molecular structure, C35H54IrN8O3PS4, with properties calculated with wB97M-V/def2-TZVPD.

## Properties
**Energy relative to the best compared isomer or geometry (same formula, charge and spin)**: 2.4285 eV
**Kohn-Sham gap**: 7.335 eV
**HOMO level**: -7.3 eV
**Net charge**: 0
**E**: -110705.8759 eV

Structure (XYZ):
```
106
Properties=species:S:1:pos:R:3:lowdin_charge:R:1
Ir 1.12 0.87 -0.41 0.948
S 4.56 -1.80 1.03 0.466
C 3.48 -0.74 0.36 -1.845
S 2.65 -1.03 -1.11 0.512
S 3.06 0.76 1.11 0.562
N 7.49 3.16 -4.60 0.102
C 6.40 3.32 -3.77 -0.317
C 6.34 2.66 -2.54 -0.018
C 5.28 2.86 -1.69 -0.044
C 4.27 3.74 -2.06 -0.297
C 4.30 4.41 -3.27 -0.061
C 5.37 4.20 -4.13 -0.027
S 2.86 3.92 -1.02 0.604
O 3.23 3.70 0.35 -0.346
O 2.19 5.16 -1.32 -0.289
N 1.94 2.62 -1.44 -0.177
C 1.03 2.65 -2.43 -0.494
N 0.94 3.59 -3.38 0.151
C -0.07 3.50 -4.21 -0.113
C -1.01 2.47 -4.19 -0.053
C -0.81 1.50 -3.22 -0.115
N 0.18 1.59 -2.35 0.008
H 8.06 2.35 -4.45 0.091
H 7.38 3.44 -5.56 0.090
H 7.13 1.97 -2.27 0.114
H 5.21 2.35 -0.73 0.109
H 3.48 5.07 -3.52 0.108
H 5.41 4.71 -5.08 0.110
H -0.14 4.30 -4.95 0.114
H -1.83 2.42 -4.88 0.097
H -1.45 0.63 -3.13 0.117
O -0.42 -0.84 -0.30 -0.478
P -0.76 -2.19 0.27 0.861
C 0.23 -2.44 1.81 -0.305
C -0.14 -3.56 2.81 -0.177
C -0.80 -2.99 4.06 -0.204
C 0.18 -2.09 4.83 -0.182
C 1.09 -1.31 3.86 -0.173
C 0.37 -1.10 2.54 -0.240
C -2.61 -2.30 0.40 -0.310
C -3.24 -3.30 1.38 -0.175
C -4.66 -2.87 1.79 -0.190
C -5.39 -2.21 0.63 -0.195
C -4.69 -0.90 0.23 -0.178
C -3.21 -0.90 0.61 -0.205
C -0.20 -3.49 -0.90 -0.353
C -0.58 -3.10 -2.33 -0.209
C -0.22 -4.24 -3.28 -0.178
C -1.01 -5.53 -2.96 -0.187
C -1.63 -5.48 -1.56 -0.206
C -0.64 -4.93 -0.54 -0.169
H 1.21 -2.69 1.37 0.113
H 0.77 -4.09 3.10 0.126
H -0.79 -4.31 2.35 0.078
H -1.14 -3.80 4.71 0.115
H -1.68 -2.41 3.77 0.096
H 0.79 -2.69 5.51 0.109
H -0.39 -1.39 5.44 0.107
H 2.01 -1.87 3.67 0.118
H 1.38 -0.35 4.30 0.111
H 0.93 -0.41 1.91 0.005
H -0.62 -0.66 2.71 0.101
H -2.87 -2.60 -0.63 0.111
H -2.64 -3.40 2.29 0.074
H -3.28 -4.29 0.91 0.110
H -4.61 -2.18 2.64 0.114
H -5.21 -3.75 2.13 0.112
H -6.43 -2.00 0.92 0.107
H -5.42 -2.90 -0.21 0.111
H -5.17 -0.05 0.72 0.111
H -4.80 -0.75 -0.85 0.109
H -3.09 -0.61 1.66 0.118
H -2.67 -0.18 0.00 0.079
H 0.89 -3.41 -0.83 0.094
H -0.03 -2.20 -2.61 0.100
H -1.65 -2.87 -2.41 0.107
H 0.85 -4.43 -3.18 0.116
H -0.40 -3.94 -4.31 0.108
H -0.34 -6.39 -3.01 0.108
H -1.80 -5.69 -3.69 0.105
H -1.94 -6.49 -1.26 0.112
H -2.54 -4.86 -1.57 0.102
H 0.24 -5.58 -0.53 0.125
H -1.08 -4.97 0.46 0.076
C -0.21 3.92 0.37 -0.159
N -0.01 2.53 0.86 -0.148
C 0.67 2.63 2.18 -0.200
N -0.13 3.39 3.13 -0.075
C -0.32 4.74 2.59 -0.151
N -1.01 4.71 1.30 -0.073
C -2.31 4.07 1.48 -0.168
N -2.16 2.70 1.99 -0.075
C -1.36 1.94 1.04 -0.204
C -1.44 2.76 3.26 -0.161
H -0.72 3.89 -0.60 0.134
H 0.75 4.40 0.24 0.085
H 1.63 3.12 2.02 0.101
H 0.84 1.63 2.58 0.084
H 0.66 5.22 2.46 0.137
H -0.91 5.33 3.30 0.127
H -2.83 4.04 0.52 0.128
H -2.90 4.65 2.19 0.126
H -1.86 1.93 0.07 0.122
H -1.25 0.92 1.40 0.080
H -1.30 1.74 3.64 0.124
H -2.04 3.33 3.98 0.127
```